Here is 2 unconnected molecules or ions with the total composition C7H15N from the Open Molecules 2025 dataset. Energies are from ωB97M-V with the def2-TZVPD basis set.

Output
**SMILES**: C/C=C/C.C=CNC
**Energy above the lowest of the compared OMol25 structures with the same formula, charge and spin**: 158.6 kJ/mol
**Calculated total energy**: -8990.847 eV

ORCA input file:
```
! wB97M-V def2-TZVPD RIJCOSX def2/J DEFGRID3
* xyz 0 1
C 1.66 2.84 0.94
C 1.81 1.42 1.38
C 0.94 0.45 1.16
C 1.06 -0.97 1.62
H 0.68 3.03 0.51
H 1.80 3.51 1.80
H 2.43 3.13 0.22
H 2.72 1.16 1.93
H 0.02 0.68 0.64
H 1.68 -1.09 2.50
H 0.06 -1.35 1.82
H 1.49 -1.61 0.84
C -2.39 0.40 -0.48
C -1.58 -0.14 -1.41
N -1.82 -1.38 -2.00
C -0.67 -2.30 -1.95
H -3.16 -0.21 -0.04
H -2.25 1.43 -0.18
H -0.71 0.38 -1.81
H -2.64 -1.81 -1.61
H -0.88 -3.14 -2.61
H 0.21 -1.78 -2.32
H -0.47 -2.66 -0.94
*
```

Atom charges from the Mulliken analysis, given in e for atoms 1 to 5: number 1, C, carries -1.091; number 2, C, carries -0.111; number 3, C, carries 0.217; number 4, C, carries -1.195; number 5, H, carries 0.284



Here is a molecular structure, C28H48BrN3P2SSn in a non-equilibrium geometry from the Open Molecules 2025 dataset. Energies are from ωB97M-V with the def2-TZVPD basis set.

Output
**Energy above the lowest of the compared OMol25 structures with the same formula, charge and spin**: 89.4 kJ/mol
**Calculated total energy**: -139555.506 eV

ORCA input file:
```
! wB97M-V def2-TZVPD RIJCOSX def2/J DEFGRID3
* xyz 2 1
N -6.82 5.08 -5.12
C -6.58 5.57 -3.90
C -5.69 4.96 -3.01
C -4.95 3.83 -3.43
C -5.25 3.30 -4.71
C -6.17 3.98 -5.52
C -3.87 3.32 -2.62
Sn 1.06 0.03 0.89
P 5.11 -0.56 -0.13
C -3.05 2.29 -2.99
C -1.95 1.91 -2.17
C -0.80 1.28 -2.71
C 0.32 1.07 -1.90
C 0.20 1.47 -0.56
C -0.82 2.27 -0.06
C -1.98 2.31 -0.81
Br 1.89 -1.64 3.05
H -3.67 3.92 -1.73
H -3.16 1.84 -3.98
H -5.56 5.37 -2.01
H -4.77 2.40 -5.08
H -7.10 6.50 -3.62
H -6.34 3.61 -6.54
H -0.75 1.01 -3.77
H -2.89 2.72 -0.37
H 1.22 0.61 -2.29
H -0.76 2.82 0.88
P -0.37 -2.02 0.12
C 4.27 1.06 0.20
C 5.25 2.23 0.01
H 3.89 1.05 1.24
H 3.39 1.19 -0.45
H 4.82 3.16 0.40
H 6.20 2.06 0.53
H 5.47 2.38 -1.06
C 4.25 -1.21 -1.64
C 5.15 -2.20 -2.38
H 4.04 -0.34 -2.28
H 3.28 -1.67 -1.38
H 4.81 -2.33 -3.42
H 6.19 -1.85 -2.42
H 5.14 -3.19 -1.90
C 4.42 -1.74 1.08
C 5.22 -1.98 2.35
H 4.19 -2.70 0.59
H 3.45 -1.29 1.35
H 4.63 -2.60 3.03
H 6.16 -2.50 2.16
H 5.43 -1.03 2.86
C -0.72 -3.23 1.45
C -1.65 -4.38 1.05
H -1.13 -2.66 2.31
H 0.25 -3.62 1.79
H -2.70 -4.15 1.29
H -1.58 -4.63 -0.02
H -1.37 -5.27 1.62
C 0.57 -2.86 -1.20
C 0.18 -2.48 -2.63
H 0.44 -3.94 -1.04
H 1.63 -2.65 -1.02
H -0.83 -2.82 -2.88
H 0.23 -1.39 -2.81
H 0.87 -2.96 -3.33
C -2.01 -1.54 -0.58
C -3.19 -1.52 0.39
H -2.21 -2.23 -1.42
H -1.87 -0.54 -1.03
H -3.94 -0.81 0.01
H -3.67 -2.51 0.45
H -2.90 -1.19 1.40
C 0.49 1.49 5.84
N 0.29 1.24 4.42
C -0.53 0.28 3.97
S -1.19 0.43 2.36
N -0.85 -0.79 4.71
C 0.01 -1.45 5.70
H -0.45 1.39 6.40
H 0.87 2.51 5.93
H 1.24 0.80 6.24
H 0.43 2.01 3.77
H -1.49 -1.42 4.23
H 0.13 -0.82 6.59
H -0.45 -2.40 5.98
H 1.00 -1.68 5.27
*
```

Atom charges from the Mulliken analysis, given in e for atoms 1 to 5: number 1, N, carries -0.558; number 2, C, carries -0.329; number 3, C, carries -0.500; number 4, C, carries 0.579; number 5, C, carries -0.402



Here is a single C20H23N3O molecule from the Open Molecules 2025 dataset. Energies are from ωB97M-V with the def2-TZVPD basis set.

Output
**SMILES**: [H]/N=c1/n(CC(=O)C(C)(C)C)c2ccccc2n1Cc1ccccc1
**Energy above the lowest of the compared OMol25 structures with the same formula, charge and spin**: 91.8 kJ/mol
**Calculated total energy**: -27632.102 eV

ORCA input file:
```
! wB97M-V def2-TZVPD RIJCOSX def2/J DEFGRID3
* xyz 0 1
H 1.16 -0.93 -2.19
N 0.29 -0.47 -1.94
C 0.42 0.63 -1.33
N -0.67 1.38 -0.94
C -1.96 0.77 -0.87
C -1.95 -0.27 0.26
O -1.19 -0.15 1.18
C -2.91 -1.45 0.11
C -4.35 -0.93 0.03
C -2.53 -2.21 -1.17
C -2.75 -2.36 1.33
C -0.22 2.48 -0.23
C -0.91 3.49 0.41
C -0.16 4.49 1.02
C 1.23 4.47 0.99
C 1.92 3.45 0.35
C 1.18 2.46 -0.25
N 1.56 1.33 -0.97
C 2.89 0.77 -1.04
C 3.01 -0.52 -0.26
C 2.25 -0.73 0.89
C 2.36 -1.92 1.58
C 3.24 -2.90 1.15
C 4.00 -2.69 0.02
C 3.88 -1.51 -0.69
H -2.16 0.29 -1.83
H -2.71 1.53 -0.66
H -5.03 -1.78 -0.06
H -4.50 -0.29 -0.83
H -4.61 -0.38 0.93
H -2.88 -3.24 -1.09
H -2.99 -1.76 -2.04
H -1.45 -2.21 -1.31
H -1.73 -2.75 1.37
H -3.45 -3.19 1.27
H -2.94 -1.81 2.25
H -1.99 3.51 0.45
H -0.67 5.29 1.53
H 1.78 5.26 1.48
H 3.00 3.44 0.35
H 3.59 1.51 -0.65
H 3.14 0.59 -2.10
H 1.56 0.02 1.23
H 1.76 -2.07 2.46
H 3.32 -3.83 1.70
H 4.68 -3.46 -0.33
H 4.47 -1.35 -1.58
*
```

Atom charges from the Mulliken analysis, given in e for atoms 1 to 5: number 1, H, carries 0.216; number 2, N, carries -0.766; number 3, C, carries 0.284; number 4, N, carries 0.238; number 5, C, carries -1.389



Here is a single C5H8O2 molecule from the Open Molecules 2025 dataset. Energies are from ωB97M-V with the def2-TZVPD basis set.

Output
**SMILES**: O=C1CC(CO)C1
**Energy above the lowest of the compared OMol25 structures with the same formula, charge and spin**: 115.2 kJ/mol
**Calculated total energy**: -9408.638 eV

ORCA input file:
```
! wB97M-V def2-TZVPD RIJCOSX def2/J DEFGRID3
* xyz 0 1
O 3.07 0.43 0.50
C 1.90 0.21 0.32
C 0.92 -0.83 0.88
C -0.04 -0.44 -0.28
C -1.48 -0.12 0.04
O -2.02 0.55 -1.10
C 0.83 0.79 -0.60
H 0.55 -0.52 1.87
H 1.27 -1.86 0.96
H 0.00 -1.15 -1.11
H -1.48 0.54 0.93
H -2.07 -1.03 0.27
H -2.93 0.77 -0.85
H 0.40 1.70 -0.18
H 1.09 0.97 -1.64
*
```

Atom charges from the Mulliken analysis, given in e for atoms 1 to 5: number 1, O, carries -0.555; number 2, C, carries 0.418; number 3, C, carries -0.710; number 4, C, carries 0.233; number 5, C, carries -0.678